Entry 1:
Entry from OMol25: a molecular structure, C44H48N11S3V (the ωB97M-V functional and the def2-TZVPD basis).

```
107
Properties=species:S:1:pos:R:3:mulliken_spin:R:1
V -0.067 0.124 0.186 0.99
N -1.368 0.699 1.949 0.01
C -0.508 0.159 3.038 -0.02
C 0.837 0.879 3.002 0.02
N 1.402 0.915 1.615 0.00
C 2.486 -0.091 1.464 0.00
C 2.886 -0.270 0.006 0.01
N 1.695 -0.537 -0.830 -0.01
C 1.828 2.290 1.209 0.01
C 1.403 2.643 -0.213 -0.01
N 0.011 2.170 -0.398 -0.01
H -1.556 1.680 2.125 0.00
H -2.256 0.220 1.943 0.00
H -0.362 -0.892 2.834 0.01
H -0.956 0.262 4.028 0.00
H 1.526 0.393 3.696 0.00
H 0.698 1.899 3.359 0.00
H 2.104 -1.041 1.841 0.00
H 3.371 0.194 2.046 0.00
H 3.618 -1.074 -0.052 0.00
H 3.377 0.631 -0.359 0.00
H 1.545 -1.542 -0.895 0.00
H 1.833 -0.166 -1.784 0.00
H 2.904 2.424 1.337 0.00
H 1.335 3.001 1.869 0.00
H 2.018 2.163 -0.965 0.00
H 1.512 3.721 -0.347 0.00
H -0.227 2.143 -1.389 -0.01
H -0.632 2.833 0.025 0.00
N -0.216 -1.853 0.807 -0.06
S -1.046 -3.047 0.793 0.01
N -0.928 -4.060 -0.517 0.01
S -1.826 -3.940 -1.772 0.00
N -2.389 -2.619 -2.268 0.00
S -1.795 -1.057 -2.430 0.02
N -1.359 -0.351 -1.238 -0.02
C -0.679 -1.302 -3.800 0.01
C 0.451 -2.062 -3.532 0.00
C 1.364 -2.305 -4.542 0.00
C 1.150 -1.764 -5.802 0.00
C 0.032 -0.976 -6.051 0.00
C -0.896 -0.736 -5.049 0.00
C -3.263 -0.373 -3.154 0.00
C -4.012 -1.060 -4.106 0.00
C -5.129 -0.444 -4.644 0.00
C -5.476 0.844 -4.240 0.00
C -4.715 1.516 -3.295 0.00
C -3.599 0.903 -2.741 0.00
C -3.282 -4.948 -1.650 0.00
C -4.535 -4.399 -1.866 0.00
C -5.643 -5.235 -1.821 0.00
C -5.482 -6.592 -1.570 0.00
C -4.215 -7.124 -1.356 0.00
C -3.103 -6.302 -1.397 0.00
C -0.909 -4.821 -3.000 0.00
C 0.297 -5.429 -2.701 0.00
C 0.969 -6.096 -3.716 0.00
C 0.424 -6.152 -4.993 0.00
C -0.799 -5.545 -5.268 0.00
C -1.477 -4.878 -4.265 0.00
C -0.572 -4.175 2.085 0.00
C 0.495 -5.033 1.859 0.00
C 0.977 -5.800 2.909 0.00
C 0.397 -5.698 4.169 0.00
C -0.655 -4.817 4.387 0.00
C -1.144 -4.046 3.342 0.00
C -2.843 -2.991 1.027 0.00
C -3.531 -1.817 0.761 0.00
C -4.919 -1.815 0.833 0.00
C -5.602 -2.977 1.176 0.00
C -4.904 -4.152 1.434 0.00
C -3.521 -4.169 1.345 0.00
H 0.616 -2.445 -2.529 0.00
H 2.244 -2.904 -4.344 0.00
H 1.871 -1.937 -6.592 0.00
H -0.117 -0.535 -7.029 0.00
H -1.755 -0.103 -5.231 0.00
H -3.720 -2.057 -4.417 0.00
H -5.727 -0.961 -5.384 0.00
H -6.339 1.330 -4.679 0.00
H -4.977 2.523 -2.996 0.00
H -2.975 1.405 -2.009 0.00
H -4.631 -3.336 -2.059 0.00
H -6.631 -4.824 -1.988 0.00
H -6.349 -7.241 -1.545 0.00
H -4.095 -8.183 -1.166 0.00
H -2.107 -6.704 -1.235 0.00
H 0.695 -5.371 -1.695 0.00
H 1.921 -6.572 -3.512 0.00
H 0.950 -6.681 -5.780 0.00
H -1.219 -5.592 -6.265 0.00
H -2.433 -4.397 -4.457 0.00
H 0.939 -5.090 0.871 0.00
H 1.809 -6.475 2.747 0.00
H 0.770 -6.304 4.986 0.00
H -1.094 -4.729 5.373 0.00
H -1.961 -3.352 3.508 0.00
H -2.983 -0.944 0.437 0.01
H -5.468 -0.909 0.604 0.00
H -6.685 -2.968 1.233 0.00
H -5.440 -5.059 1.692 0.00
H -2.971 -5.087 1.523 0.00
N 1.881 0.901 -3.347 0.00
C 0.847 1.440 -3.450 0.00
N -0.367 1.895 -3.509 0.00
C -0.881 3.087 -3.732 0.00
N -1.462 4.090 -3.844 0.00
```

## Properties
Net charge: +1
Spin multiplicity: 2
E: -4445.92117 hartree
Relative energy (zero: lowest compared OMol25 entry of this formula, charge and spin): 48.62 kcal/mol
Orbital gap (spin up / spin down): 0.203 / 0.182 Ha
Maximum force: 0.02508 Eh/bohr

***

Entry 2:
Entry from OMol25: C6H11N in the gas phase (the ωB97M-V functional and the def2-TZVPD basis).

```
18
Properties=species:S:1:pos:R:3:nbo_charge:R:1
C 1.474 0.400 -0.017 0.35
C 1.249 -0.583 -1.149 -0.50
C 0.048 -0.478 -0.182 -0.07
C -0.043 -1.625 0.944 -0.60
C -1.257 1.597 -0.088 -0.60
C -1.200 0.194 -0.596 -0.43
N 2.269 1.054 0.675 -0.63
H 1.101 -0.387 -2.181 0.23
H 1.830 -1.526 -1.031 0.23
H 0.954 -1.873 1.253 0.21
H -0.586 -2.470 0.574 0.20
H -0.666 -1.262 1.763 0.21
H -1.079 1.521 1.013 0.21
H -2.220 2.064 -0.338 0.21
H -0.509 2.341 -0.553 0.21
H -1.317 0.020 -1.649 0.21
H -2.031 -0.349 -0.040 0.21
H 1.985 1.363 1.602 0.35
```

## Properties
Structure (SMILES): [H]/N=C1/C[C@]1(C)CC
Net charge: 0
Spin multiplicity: 1
E: -289.86818 hartree
Relative energy (zero: lowest compared OMol25 entry of this formula, charge and spin): 64.95 kcal/mol
Orbital gap: 0.333 Ha
Maximum force: 0.08907 Eh/bohr

***

Entry 3:
Entry from OMol25: a molecular structure, C47H60BeCl2O4 (the ωB97M-V functional and the def2-TZVPD basis).

```
114
Properties=species:S:1:pos:R:3:lowdin_charge:R:1
Be 0.103 0.264 -0.006 0.21
C -1.883 -0.151 -2.528 -0.04
O -1.578 0.288 -1.211 -0.16
C -2.193 1.476 -0.804 -0.18
C -3.197 1.354 0.157 -0.11
C -3.607 0.001 0.680 -0.06
C -2.806 -0.712 1.767 -0.12
C -3.529 -1.671 2.472 0.00
C -2.947 -2.522 3.396 -0.18
C -1.600 -2.313 3.662 -0.01
C -0.830 -1.374 2.991 -0.12
C 0.659 -1.425 3.324 -0.06
C 1.560 -0.236 3.103 -0.11
C 2.033 0.487 4.185 0.03
C 2.990 1.492 4.045 -0.16
C 3.388 1.816 2.758 0.03
C 2.930 1.123 1.637 -0.10
C 3.409 1.579 0.275 -0.06
C 2.554 2.699 -0.279 -0.12
C 2.935 4.028 -0.219 0.01
C 2.163 5.047 -0.777 -0.17
C 0.991 4.680 -1.427 0.02
C 0.579 3.356 -1.506 -0.12
C -0.669 2.939 -2.254 -0.06
C -1.839 2.716 -1.319 -0.10
C -2.609 3.821 -0.956 0.03
C -3.683 3.725 -0.086 -0.16
C -3.926 2.481 0.495 0.03
C -4.630 4.889 0.187 -0.56
C -4.661 5.206 1.689 -0.05
C -4.231 6.159 -0.569 -0.07
C -6.041 4.494 -0.281 -0.05
C 1.342 2.362 -0.892 -0.22
O 0.922 1.095 -0.894 -0.04
C 2.641 6.493 -0.682 -0.56
C 4.006 6.628 -1.376 -0.05
C 1.678 7.477 -1.352 -0.07
C 2.775 6.892 0.796 -0.05
C 2.068 0.053 1.837 -0.18
O 1.664 -0.792 0.799 -0.16
C 2.658 -1.670 0.288 -0.04
C 3.611 2.128 5.285 -0.56
C 4.672 3.176 4.937 -0.07
C 4.298 1.026 6.109 -0.05
C 2.524 2.799 6.135 -0.05
C -1.424 -0.586 1.986 -0.27
O -0.682 0.213 1.222 -0.06
C -3.685 -3.692 4.043 -0.56
C -2.996 -4.995 3.604 -0.05
C -5.150 -3.764 3.609 -0.07
C -3.633 -3.560 5.571 -0.05
H -2.823 0.286 -2.867 0.11
H -1.981 -1.237 -2.498 0.07
H -1.092 0.110 -3.234 0.09
H -3.659 -0.684 -0.174 0.13
H -4.623 0.096 1.065 0.12
H -4.585 -1.754 2.244 0.11
H -1.097 -2.928 4.401 0.11
H 1.079 -2.268 2.764 0.13
H 0.725 -1.690 4.380 0.12
H 1.671 0.223 5.172 0.12
H 4.097 2.616 2.591 0.11
H 3.376 0.757 -0.438 0.10
H 4.442 1.921 0.358 0.12
H 3.867 4.271 0.282 0.11
H 0.367 5.434 -1.893 0.10
H -0.437 2.026 -2.800 0.10
H -0.934 3.714 -2.975 0.12
H -2.351 4.772 -1.402 0.11
H -4.737 2.368 1.205 0.12
H -3.656 5.427 2.052 0.09
H -5.054 4.368 2.265 0.08
H -5.296 6.074 1.874 0.08
H -3.239 6.505 -0.273 0.09
H -4.946 6.952 -0.343 0.08
H -4.243 5.996 -1.647 0.09
H -6.400 3.604 0.236 0.08
H -6.041 4.289 -1.353 0.09
H -6.742 5.308 -0.086 0.08
H 3.926 6.333 -2.423 0.09
H 4.759 5.998 -0.902 0.07
H 4.350 7.664 -1.332 0.08
H 1.582 7.274 -2.420 0.09
H 2.067 8.490 -1.237 0.08
H 0.688 7.442 -0.893 0.08
H 3.514 6.277 1.310 0.07
H 1.819 6.772 1.308 0.09
H 3.084 7.937 0.875 0.08
H 3.445 -1.825 1.027 0.11
H 3.103 -1.285 -0.632 0.09
H 2.174 -2.623 0.072 0.07
H 5.493 2.732 4.371 0.09
H 5.085 3.588 5.858 0.08
H 4.246 3.998 4.359 0.09
H 5.091 0.556 5.525 0.09
H 3.593 0.252 6.411 0.08
H 4.742 1.454 7.010 0.08
H 1.983 3.541 5.546 0.09
H 2.978 3.300 6.992 0.08
H 1.804 2.071 6.510 0.08
H -3.001 -5.073 2.515 0.08
H -3.519 -5.861 4.016 0.08
H -1.959 -5.029 3.938 0.08
H -5.232 -3.909 2.531 0.09
H -5.692 -2.857 3.884 0.09
H -5.634 -4.610 4.100 0.08
H -2.605 -3.562 5.934 0.07
H -4.163 -4.389 6.045 0.08
H -4.098 -2.624 5.883 0.09
Cl -0.788 -2.716 -0.199 0.69
C -0.562 -4.092 -1.312 -0.97
Cl -1.413 -5.527 -0.740 0.53
H 0.496 -4.321 -1.369 0.02
H -0.961 -3.821 -2.282 0.02
```

## Properties
Net charge: 0
Spin multiplicity: 1
E: -3063.20900 hartree
Relative energy (zero: lowest compared OMol25 entry of this formula, charge and spin): 4.31 kcal/mol
Orbital gap: 0.287 Ha
Maximum force: 0.01576 Eh/bohr

***

Entry 4:
Entry from OMol25: 2 unconnected molecules or ions with the total composition C2H8NO2 (the ωB97M-V functional and the def2-TZVPD basis).

```
13
Properties=species:S:1:pos:R:3:nbo_charge:R:1
C 2.064 0.734 -0.019 -0.41
N 1.348 -0.581 -0.113 -0.69
H 3.109 0.566 -0.262 0.23
H 1.618 1.443 -0.698 0.24
H 1.994 1.023 1.025 0.24
H 0.338 -0.418 0.132 0.47
H 1.723 -1.220 0.592 0.43
H 1.400 -1.008 -1.035 0.43
O -1.214 -0.008 0.349 -0.64
C -2.360 -0.321 0.141 0.71
O -3.354 0.510 0.367 -0.67
H -2.630 -1.334 -0.171 0.13
H -4.035 0.614 -0.309 0.53
```

## Properties
Net charge: +1
Spin multiplicity: 1
E: -285.99489 hartree
Relative energy (zero: lowest compared OMol25 entry of this formula, charge and spin): 14.79 kcal/mol
Orbital gap: 0.451 Ha
Maximum force: 0.01941 Eh/bohr

***

Entry 5:
Entry from OMol25: C4F7N in the gas phase (the ωB97M-V functional and the def2-TZVPD basis).

```
12
Properties=species:S:1:pos:R:3:nbo_charge:R:1
C -0.603 1.581 -0.093 0.46
C -0.034 0.151 0.221 -0.05
C -0.978 -1.005 0.005 0.92
C 1.443 -0.118 0.091 0.92
N -0.526 2.002 -1.252 -0.15
F -1.169 2.153 0.955 -0.28
F -2.024 -0.648 -0.742 -0.30
F -0.423 -2.065 -0.576 -0.30
F -1.450 -1.403 1.193 -0.30
F 1.744 -1.230 0.764 -0.30
F 1.846 -0.289 -1.172 -0.30
F 2.174 0.869 0.607 -0.30
```

## Properties
Net charge: 0
Spin multiplicity: 1
E: -906.14055 hartree
Relative energy (zero: lowest compared OMol25 entry of this formula, charge and spin): 26.90 kcal/mol
Orbital gap (spin up / spin down): 0.351 / 0.348 Ha
Maximum force: 0.05457 Eh/bohr

***

Entry 6:
Entry from OMol25: 10 unconnected molecules or ions with the total composition C4H30N2O10 (the ωB97M-V functional and the def2-TZVPD basis).

```
46
Properties=species:S:1:pos:R:3:mulliken_spin:R:1
C 1.851 -0.736 0.653 0.05
C 2.713 0.601 0.792 0.05
C 1.910 1.815 0.518 0.00
O 1.357 1.807 -0.710 0.00
N 0.829 -0.642 1.723 0.69
C 0.519 -1.984 2.223 -0.01
N -0.837 -2.490 1.870 0.06
H 2.344 -1.686 0.741 0.00
H 1.315 -0.804 -0.295 0.03
H 3.104 0.498 1.882 0.00
H 3.832 0.604 0.176 0.00
H 1.256 2.043 1.319 0.00
H 2.568 2.785 0.556 0.00
H 0.288 1.788 -0.629 0.00
H -0.103 -0.352 1.313 -0.02
H 0.552 -2.067 3.377 0.05
H 1.298 -2.718 2.037 0.03
H -1.221 -2.912 2.739 0.00
H -0.887 -3.212 1.256 0.01
H -0.966 -0.999 -2.595 0.00
H 0.347 -0.783 -2.482 0.00
O -0.260 -1.377 -2.012 0.00
H -2.400 0.455 -3.402 0.00
H -2.288 0.247 -1.939 0.00
O -2.550 -0.197 -2.724 0.00
H 1.742 -2.689 -3.545 0.00
H 0.632 -3.128 -2.565 0.00
O 1.524 -3.372 -2.992 0.00
H -2.817 2.981 -1.404 0.00
H -2.089 3.068 -2.918 0.00
O -2.088 2.621 -1.987 0.00
H -2.175 0.481 0.461 0.00
H -1.295 1.469 1.126 0.00
O -1.312 0.883 0.341 0.00
H -0.099 3.196 2.219 0.00
H -1.102 2.428 3.159 0.00
O -1.043 3.038 2.323 0.00
H -3.965 -1.091 -0.646 0.00
H -2.863 -1.936 -0.243 0.00
O -3.453 -1.285 0.158 0.00
H 2.607 -0.798 -2.451 0.00
H 2.174 0.565 -2.252 0.00
O 2.052 -0.164 -2.899 0.00
H 1.325 1.187 3.826 0.00
H 0.113 0.442 3.182 -0.01
O 0.381 1.132 3.968 0.05
```

## Properties
Net charge: +1
Spin multiplicity: 2
E: -1031.88704 hartree
Orbital gap (spin up / spin down): 0.388 / 0.184 Ha
Maximum force: 0.10436 Eh/bohr

***

Entry 7:
Entry from OMol25: a molecular structure, C32H32N5O4P2STl (the ωB97M-V functional and the def2-TZVPD basis).

```
77
Properties=species:S:1:pos:R:3:lowdin_charge:R:1
Tl -2.457 0.731 -1.221 0.77
C 1.159 -1.352 1.813 -0.14
N 0.187 -0.979 0.783 -0.53
P -1.373 -1.682 0.714 0.93
C -1.121 -3.318 1.501 -0.36
C -1.632 -3.700 2.737 -0.08
C -1.373 -4.967 3.242 -0.08
C -0.593 -5.860 2.524 -0.09
C -0.077 -5.487 1.289 -0.08
C -0.350 -4.230 0.779 -0.10
C -2.321 -0.830 2.026 -0.42
C -3.698 -1.054 2.018 -0.13
C -4.519 -0.473 2.970 -0.08
C -3.971 0.356 3.940 -0.08
C -2.609 0.605 3.942 -0.10
C -1.788 0.019 2.987 -0.10
P 0.680 -0.369 -0.744 0.98
C 1.897 -1.582 -1.349 -0.36
C 3.194 -1.738 -0.860 -0.11
C 4.018 -2.729 -1.366 -0.08
C 3.556 -3.573 -2.369 -0.08
C 2.272 -3.420 -2.870 -0.07
C 1.448 -2.425 -2.364 -0.09
C 1.750 1.039 -0.281 -0.35
C 2.746 1.450 -1.169 -0.10
C 3.487 2.593 -0.922 -0.08
C 3.234 3.356 0.211 -0.09
C 2.225 2.974 1.081 -0.09
C 1.486 1.824 0.837 -0.11
H 0.647 -1.688 2.714 0.08
H 1.787 -0.494 2.065 0.07
H 1.805 -2.166 1.472 0.08
H -2.231 -3.009 3.315 0.10
H -1.777 -5.253 4.204 0.10
H -0.389 -6.845 2.922 0.10
H 0.531 -6.179 0.721 0.10
H 0.048 -3.947 -0.190 0.10
H -4.131 -1.691 1.254 0.11
H -5.584 -0.659 2.951 0.11
H -4.609 0.815 4.684 0.10
H -2.178 1.259 4.688 0.09
H -0.727 0.234 2.994 0.09
H 3.564 -1.074 -0.087 0.11
H 5.023 -2.844 -0.982 0.10
H 4.204 -4.343 -2.766 0.10
H 1.916 -4.063 -3.662 0.11
H 0.451 -2.288 -2.768 0.10
H 2.947 0.867 -2.059 0.11
H 4.263 2.891 -1.615 0.11
H 3.811 4.249 0.406 0.10
H 2.011 3.591 1.945 0.09
H 0.675 1.534 1.496 0.07
C 0.019 4.084 -2.041 0.01
C -0.144 2.984 -3.026 -0.35
N -0.701 1.815 -2.790 0.03
C -0.617 1.086 -3.954 -0.14
C 0.027 1.834 -4.903 -0.07
N 0.313 3.029 -4.293 0.18
C 0.456 1.653 -6.317 -0.50
O 0.200 0.499 -6.874 0.13
O 1.022 2.572 -6.871 0.08
C -1.222 -0.286 -4.066 -0.62
O -1.010 -0.915 -5.121 0.03
O -1.889 -0.696 -3.084 -0.22
H -0.524 3.841 -1.128 0.04
H -0.362 5.025 -2.436 0.09
H 1.070 4.218 -1.783 0.07
H 0.795 3.778 -4.770 0.17
H -0.303 -0.118 -6.217 0.07
N -0.726 3.546 3.350 0.10
C -1.941 3.834 2.833 -0.99
N -2.818 4.405 3.684 0.08
S -2.344 3.498 1.251 0.55
H -0.437 3.883 4.252 0.11
H -0.024 3.204 2.719 0.05
H -2.610 4.564 4.654 0.10
H -3.745 4.587 3.344 0.09
```

## Properties
Net charge: 0
Spin multiplicity: 1
E: -3066.89750 hartree
Relative energy (zero: lowest compared OMol25 entry of this formula, charge and spin): 3.64 kcal/mol
Orbital gap: 0.302 Ha
Maximum force: 0.00688 Eh/bohr

***

Entry 8:
Entry from OMol25: 2 unconnected molecules or ions with the total composition CH2N2P2 (the ωB97M-V functional and the def2-TZVPD basis).

```
7
Properties=species:S:1:pos:R:3:nbo_charge:R:1
C -0.263 1.155 -0.828 -0.09
N -1.425 1.220 -0.848 -0.26
N -1.759 -1.100 1.731 -0.85
P -0.774 -2.154 1.650 0.86
P 1.154 0.320 0.026 0.28
H 1.521 1.327 -1.068 0.07
H 1.546 -0.767 -0.662 -0.02
```

## Properties
Structure (SMILES): N#CP.N#P
Net charge: 0
Spin multiplicity: 1
E: -831.38169 hartree
Relative energy (zero: lowest compared OMol25 entry of this formula, charge and spin): 90.15 kcal/mol
Orbital gap: 0.375 Ha
Maximum force: 0.09148 Eh/bohr

***

> The lowest maximum force belongs to which entry?

C32H32N5O4P2STl

***

> What is the maximum force in the eighth record?

0.09148 Eh/bohr